ORCA calculation (ωB97M-V/def2-TZVPD) on a cluster of 7 separate species, C20H57N3O7 in total at a distorted geometry.

Last column: Löwdin charge in e.
CARTESIAN COORDINATES (ANGSTROEM)
C -6.051 2.238 -0.087  -0.08
O -5.425 3.485 0.227  -0.18
C -4.060 3.456 -0.043  -0.25
C -3.565 4.855 -0.193  -0.48
C -4.392 5.590 -1.170  -0.07
N -2.169 4.847 -0.661  0.08
H -6.004 2.187 -1.197  0.10
H -7.077 2.330 0.211  0.08
H -5.673 1.315 0.270  0.06
H -3.498 2.919 0.722  0.12
H -3.955 2.977 -1.011  0.12
H -3.773 5.355 0.725  0.13
H -5.374 5.682 -0.716  0.08
H -4.481 5.133 -2.147  0.09
H -4.025 6.652 -1.202  0.10
H -1.933 5.796 -0.751  0.06
H -1.758 4.494 0.209  0.06
C 4.983 -3.314 1.082  -0.09
O 4.935 -3.876 -0.252  -0.19
C 3.644 -3.868 -0.891  -0.20
C 2.795 -5.091 -0.513  -0.42
C 3.483 -6.335 -1.129  -0.04
N 1.424 -4.835 -0.992  0.04
H 4.099 -3.278 1.676  0.06
H 5.304 -2.275 0.962  0.07
H 5.706 -3.867 1.671  0.08
H 3.145 -2.894 -0.783  0.09
H 3.888 -3.923 -1.961  0.13
H 2.719 -5.129 0.586  0.13
H 2.924 -7.226 -0.941  0.06
H 4.463 -6.378 -0.623  0.09
H 3.587 -6.151 -2.168  0.06
H 0.984 -3.996 -0.675  0.04
H 0.805 -5.614 -0.804  0.07
C 0.947 -1.277 -2.310  -0.12
O 1.015 0.131 -2.195  -0.22
C 0.141 0.758 -3.158  -0.17
C 0.129 2.298 -2.964  -0.42
C 0.179 2.578 -1.468  -0.08
N -1.012 2.835 -3.687  0.03
H 1.639 -1.687 -2.969  0.07
H -0.039 -1.655 -2.663  0.11
H 1.195 -1.765 -1.353  0.06
H 0.435 0.481 -4.172  0.12
H -0.933 0.425 -3.020  0.12
H 1.042 2.764 -3.448  0.16
H 0.162 3.675 -1.374  0.08
H 0.992 2.181 -0.875  0.05
H -0.782 2.289 -1.038  0.06
H -1.947 2.681 -3.298  0.07
H -0.974 3.829 -3.936  0.08
C 3.847 0.307 -0.479  -0.07
C 2.780 0.193 0.619  -0.26
O 2.502 -1.254 0.837  -0.12
H 4.018 1.386 -0.584  0.08
H 3.511 -0.189 -1.409  0.07
H 4.784 -0.174 -0.088  0.08
H 1.853 0.781 0.391  0.08
H 3.152 0.532 1.584  0.11
H 1.860 -1.214 1.554  0.03
C -0.360 1.536 3.207  -0.06
C -0.372 2.590 2.079  -0.29
O 1.033 2.849 1.876  -0.09
H -0.173 1.988 4.158  0.07
H 0.331 0.767 3.027  0.04
H -1.327 1.141 3.373  0.06
H -0.911 3.556 2.351  0.12
H -0.906 2.183 1.206  0.07
H 1.139 3.261 1.005  0.06
C -3.132 -1.376 0.292  -0.07
C -2.245 -0.337 -0.315  -0.32
O -0.899 -0.698 -0.029  -0.09
H -4.152 -1.013 0.282  0.07
H -2.888 -1.518 1.352  0.08
H -2.938 -2.299 -0.171  0.07
H -2.478 0.659 -0.005  0.08
H -2.513 -0.373 -1.366  0.10
H -0.223 -0.045 -0.365  0.08
C 1.328 -2.990 4.356  -0.10
C 0.430 -2.983 3.180  -0.29
O 0.264 -1.605 2.722  -0.11
H 1.400 -3.939 4.842  0.07
H 0.891 -2.265 5.090  0.10
H 2.367 -2.707 4.160  0.08
H -0.552 -3.378 3.450  0.11
H 0.899 -3.625 2.443  0.10
H -0.183 -1.545 1.874  0.05

Its frontier orbital gap is 9.45 eV. Its relative energy (zero: lowest compared OMol25 entry of this formula, charge and spin) is 157.5 kJ/mol. Its max |F| is 2.87 eV Å⁻¹. As for the structure (SMILES): COC[C@H](C)N.COC[C@H](C)N.COC[C@H](C)N.CCO.CCO.CCO.CCO.

***

ORCA calculation (ωB97M-V/def2-TZVPD) on a structure of composition C20H57O12 at a distorted geometry.

Last column: Löwdin charge in e.
CARTESIAN COORDINATES (ANGSTROEM)
C 45.490 45.035 15.379  -0.74
O 45.015 44.193 16.197  -0.04
O 46.699 45.399 15.598  0.16
O 44.790 45.681 14.608  0.02
H 47.068 45.442 16.470  0.10
C 42.737 46.551 17.246  -0.25
O 43.087 47.089 16.077  -0.17
H 43.326 47.167 17.876  0.06
H 43.057 45.586 17.149  0.01
H 41.597 46.537 17.544  0.12
H 43.928 46.620 15.563  0.11
C 41.595 43.980 15.268  -0.26
O 42.416 43.535 16.211  -0.18
H 40.750 43.258 14.895  0.11
H 42.257 44.085 14.454  0.03
H 41.341 45.074 15.402  0.08
H 43.423 43.908 16.054  0.10
C 46.276 48.741 14.686  -0.20
O 46.057 48.116 13.465  -0.07
H 46.413 49.988 14.535  0.15
H 47.037 48.392 15.228  -0.01
H 45.529 48.510 15.519  0.09
H 45.624 47.453 13.922  -0.01
C 48.293 45.668 12.787  -0.14
O 49.382 45.965 11.936  -0.09
H 48.329 44.719 13.020  0.00
H 47.300 46.042 12.198  0.14
H 48.273 46.325 13.599  0.04
H 50.143 46.131 12.416  0.02
C 48.233 47.550 20.172  -0.05
C 47.029 46.764 19.555  -0.41
C 46.451 47.501 18.330  -0.06
O 47.379 45.497 19.030  -0.06
H 49.229 47.587 19.606  0.11
H 48.609 47.164 20.959  -0.03
H 47.893 48.464 20.694  0.09
H 46.008 46.738 20.451  0.21
H 45.641 47.070 17.928  0.02
H 47.279 47.697 17.541  0.12
H 46.102 48.406 18.479  0.02
H 46.639 44.915 19.038  0.01
C 44.002 42.621 12.287  -0.04
C 44.951 43.697 11.735  -0.52
C 45.162 43.632 10.221  -0.07
O 44.330 44.965 11.998  -0.08
H 43.923 42.651 13.440  0.12
H 44.416 41.875 11.922  -0.03
H 43.019 42.853 11.928  0.08
H 46.077 43.544 12.298  0.17
H 44.158 44.009 9.841  0.09
H 45.413 42.572 10.009  0.08
H 45.816 44.616 10.111  0.12
H 44.490 45.019 12.950  0.03
C 47.672 39.853 16.301  -0.02
C 47.114 41.278 16.006  -0.45
C 47.465 41.774 14.632  -0.04
O 45.721 41.469 16.280  -0.05
H 47.628 39.724 17.310  0.04
H 48.753 39.724 16.016  0.10
H 47.176 39.184 15.776  0.02
H 47.577 41.770 16.860  0.12
H 46.923 41.288 14.017  0.00
H 48.491 41.854 14.300  0.08
H 46.979 42.844 14.600  0.11
H 45.398 42.298 16.640  0.04
C 45.092 42.335 20.317  -0.05
C 44.237 43.203 19.337  -0.47
C 43.149 43.923 20.166  -0.05
O 45.124 44.140 18.808  -0.12
H 45.870 41.733 19.763  0.07
H 44.734 41.253 20.732  0.12
H 45.520 42.792 21.078  0.00
H 43.850 42.646 18.546  0.11
H 43.693 44.701 20.774  0.08
H 42.500 43.232 20.910  0.12
H 42.561 44.436 19.404  0.05
H 45.184 44.154 17.765  0.09
C 50.588 46.131 16.944  -0.02
C 51.034 44.708 16.921  -0.50
C 49.981 43.735 16.158  -0.03
O 52.249 44.456 16.384  -0.01
H 50.625 46.504 15.971  0.08
H 51.123 46.830 17.661  0.12
H 49.849 46.403 17.371  -0.06
H 50.829 44.305 17.913  0.13
H 49.680 44.120 15.219  0.03
H 48.929 43.797 16.507  0.06
H 50.151 42.571 16.079  0.11
H 52.869 44.938 16.937  0.10

Its frontier orbital gap is 8.59 eV. Its net charge is -1. Its relative energy (zero: lowest compared OMol25 entry of this formula, charge and spin) is 505.3 kJ/mol. Its max |F| is 12.14 eV Å⁻¹.

***

ORCA calculation (ωB97M-V/def2-TZVPD) on a cluster of 4 separate species, C20H58BBrN9O3P3 in total at a distorted geometry.

Last column: Löwdin charge in e.
CARTESIAN COORDINATES (ANGSTROEM)
C -0.278 0.051 1.460  -0.12
N 1.147 -0.067 1.669  -0.31
C 1.782 -0.932 0.691  -0.13
P 2.189 0.746 2.770  0.70
O 3.019 1.590 1.852  -0.28
N 1.404 2.015 3.678  -0.32
C 0.229 2.686 3.135  -0.16
C 2.373 3.002 4.147  -0.14
N 2.018 -0.328 4.095  -0.34
C 3.046 -1.354 4.244  -0.13
C 0.754 -0.703 4.656  -0.12
H -0.755 -0.937 1.499  0.07
H -0.506 0.496 0.481  0.08
H -0.776 0.654 2.210  0.04
H 1.755 -1.983 1.008  0.08
H 2.828 -0.654 0.540  0.07
H 1.290 -0.856 -0.282  0.07
H 0.302 2.833 2.051  0.06
H 0.098 3.669 3.588  0.07
H -0.688 2.140 3.371  0.06
H 2.667 3.704 3.358  0.07
H 3.279 2.510 4.510  0.07
H 1.952 3.561 4.984  0.08
H 2.850 -2.237 3.615  0.08
H 3.120 -1.683 5.283  0.08
H 4.025 -0.957 3.967  0.08
H 0.320 -1.573 4.143  0.09
H 0.037 0.116 4.636  0.07
H 0.899 -0.964 5.708  0.09
C -4.433 -4.375 -0.601  -0.14
N -3.122 -4.596 -0.037  -0.32
C -2.080 -4.643 -1.047  -0.13
P -2.602 -4.661 1.603  0.70
O -1.766 -3.427 1.714  -0.28
N -3.851 -4.254 2.756  -0.32
C -4.969 -3.398 2.372  -0.14
C -3.270 -3.784 4.010  -0.15
N -2.873 -6.329 1.881  -0.35
C -1.719 -7.213 1.729  -0.13
C -4.125 -6.982 1.647  -0.12
H -4.682 -5.163 -1.323  0.08
H -4.487 -3.410 -1.123  0.09
H -5.225 -4.385 0.141  0.04
H -1.959 -5.657 -1.451  0.08
H -1.118 -4.330 -0.637  0.07
H -2.303 -3.969 -1.878  0.08
H -4.675 -2.587 1.693  0.09
H -5.413 -2.938 3.255  0.08
H -5.772 -3.979 1.913  0.06
H -2.942 -2.741 3.951  0.08
H -2.403 -4.390 4.284  0.07
H -4.000 -3.885 4.814  0.08
H -1.551 -7.504 0.680  0.08
H -1.845 -8.122 2.321  0.08
H -0.812 -6.723 2.090  0.08
H -4.214 -7.339 0.611  0.09
H -4.973 -6.339 1.877  0.07
H -4.202 -7.847 2.312  0.09
C 0.634 2.439 -2.324  -0.12
N 1.545 2.025 -3.362  -0.31
C 2.623 1.193 -2.857  -0.12
P 1.471 2.237 -5.068  0.70
O 1.261 0.838 -5.552  -0.27
N -0.024 2.952 -5.625  -0.32
C -1.251 2.812 -4.847  -0.14
C -0.276 2.612 -7.022  -0.15
N 2.245 3.766 -5.152  -0.34
C 3.675 3.760 -5.452  -0.13
C 1.827 4.911 -4.403  -0.12
H 1.171 2.993 -1.542  0.08
H 0.144 1.577 -1.851  0.08
H -0.152 3.100 -2.674  0.04
H 3.468 1.801 -2.505  0.08
H 2.996 0.519 -3.630  0.07
H 2.285 0.568 -2.027  0.07
H -1.349 1.826 -4.375  0.09
H -2.122 2.955 -5.487  0.08
H -1.324 3.588 -4.082  0.06
H -0.681 1.601 -7.137  0.08
H 0.646 2.669 -7.605  0.07
H -0.976 3.329 -7.454  0.08
H 4.290 3.595 -4.554  0.08
H 3.981 4.705 -5.908  0.08
H 3.911 2.971 -6.169  0.08
H 2.296 4.945 -3.408  0.08
H 0.745 4.955 -4.289  0.07
H 2.118 5.815 -4.946  0.09
C 4.020 5.922 0.964  -0.02
C 2.886 5.360 0.466  -0.21
B 1.631 6.251 0.233  -0.66
Br -0.023 5.908 1.161  0.68
H 4.957 5.938 0.419  0.06
H 3.953 6.421 1.927  0.06
H 2.873 4.301 0.198  0.08
H 1.751 7.150 -0.528  0.03

Its frontier orbital gap is 7.20 eV. Its max |F| is 6.15 eV Å⁻¹. As for the structure (SMILES): CN(C)P(=O)(N(C)C)N(C)C.CN(C)P(=O)(N(C)C)N(C)C.CN(C)P(=O)(N(C)C)N(C)C.C=CBBr.

***

- What is the max |F| in the third record?
  6.15 eV Å⁻¹

***

- What is the formula in the third record?
  C20H58BBrN9O3P3

***

- frontier orbital gap of number 2 (C20H57O12)?
  8.59 eV